{"formula": "CH3N2O2P", "method": "the ωB97M-V functional and the def2-TZVPD basis", "de_lowest_kcal_mol": 168.3, "lumo_energy_ev": [-1.4376, -1.4358], "gap_ev": [7.2, 7.2], "symbols": ["P", "O", "O", "N", "N", "C", "H", "H", "H"], "coordinates": [[0.600, 0.507, -2.415], [-1.891, -0.407, -2.257], [1.310, 0.156, -0.464], [0.957, 0.669, 0.648], [-0.776, -0.017, -2.412], [0.018, -0.090, 1.512], [0.816, -0.700, 2.019], [-0.242, 0.631, 2.349], [-0.793, -0.748, 1.021]], "lowdin_charge": [0.94, -0.07, -0.36, -0.06, -0.66, -0.09, 0.10, 0.09, 0.12]}